No. 1
DFT (ωB97M-V/def2-TZVPD) results for an isolated ion of composition C5H8N2S and charge +2 in a non-equilibrium geometry.

HOMO level (spin up / spin down) in eV: -16.95 / -20.23
Gap between HOMO and LUMO (spin up / spin down) in hartree: 0.30250 / 0.26153
⟨S²⟩: 2.0190
LUMO energy (spin up / spin down) in Eh: -0.320 / -0.482

The geometry in ORCA input format:
```
! RIJCOSX wB97M-V def2-TZVPD def2/J DEFGRID3
* xyz 2 3
S 1.33744 0.64034 1.07939
N -1.06326 0.22938 -0.32753
N -0.86016 1.93184 1.30877
C -1.18319 2.77201 2.03542
C -0.26254 0.99343 0.50839
C -0.52719 -0.77119 -1.28802
C 0.98793 -1.05411 -1.04507
C 1.25404 -1.04554 0.43569
H 1.50138 -0.44633 -1.80692
H -0.48016 -0.24249 -2.30575
H 0.47461 -1.54346 0.98818
H 1.12185 -2.10748 -1.47465
H -1.11990 -1.66157 -1.14513
H -1.28063 3.45822 2.83332
H -2.06483 0.38277 -0.59110
H 2.16461 -1.53583 0.79500
*
```

And the Löwdin charges, in e, turn out to be:
1 S 1.342
2 N 0.123
3 N 0.092
4 C 0.358
5 C -0.492
6 C -0.107
7 C -0.188
8 C -0.369
9 H 0.139
10 H 0.184
11 H 0.116
12 H 0.178
13 H 0.149
14 H 0.146
15 H 0.211
16 H 0.117

No. 2
DFT (ωB97M-V/def2-TZVPD) results for C5H8N3 as an isolated structure in a non-equilibrium geometry.

HOMO level in eV: -13.65
Gap between HOMO and LUMO in hartree: 0.41281
LUMO energy in Eh: -0.089

The geometry in ORCA input format:
```
! RIJCOSX wB97M-V def2-TZVPD def2/J DEFGRID3
* xyz 1 1
N 0.72094 0.36126 -0.50916
N -1.00016 -0.47897 0.73852
N 2.36274 1.58869 -1.13393
C -1.88619 -0.93164 1.35447
C 1.12832 -0.12780 -1.72583
C -2.99017 -1.49566 2.12194
C 2.17763 0.65668 -2.12511
C 1.47446 1.40579 -0.15222
H 0.64966 -0.98105 -2.20640
H 3.08342 2.33294 -1.13331
H -2.79571 -2.55728 2.34947
H -3.93032 -1.42506 1.54945
H -3.11491 -0.94936 3.07199
H -0.05729 -0.01513 0.06179
H 1.38255 1.99364 0.76106
H 2.79507 0.62291 -3.02274
*
```

And the Löwdin charges, in e, turn out to be:
1 N 0.065
2 N 0.239
3 N 0.080
4 C -0.081
5 C -0.029
6 C -0.023
7 C -0.043
8 C -0.055
9 H 0.137
10 H 0.194
11 H 0.107
12 H 0.107
13 H 0.107
14 H -0.102
15 H 0.162
16 H 0.136

No. 3
DFT (ωB97M-V/def2-TZVPD) results for an isolated ion of composition C5H8N3 and charge +1 in a non-equilibrium geometry.

HOMO level in eV: -14.79
Gap between HOMO and LUMO in hartree: 0.31888
LUMO energy in Eh: -0.225

The geometry in ORCA input format:
```
! RIJCOSX wB97M-V def2-TZVPD def2/J DEFGRID3
* xyz 1 1
N -0.86402 -1.72273 -0.43162
N 0.97162 -0.82126 0.41254
N -3.22808 0.74968 0.53320
C 1.12729 1.57313 -0.15832
C 0.34517 -1.96473 -0.02963
C -0.88980 0.40539 -0.38914
C -2.16367 0.69567 0.09880
C 0.32982 0.44545 0.45894
H 0.82337 -2.94593 0.05439
H 2.12220 1.81674 0.47591
H 0.02462 0.63606 1.45490
H -0.70067 0.48921 -1.51813
H -1.60716 -2.37992 -0.61297
H 1.88052 -0.86031 0.95530
H 1.40232 1.45618 -1.23119
H 0.42648 2.42739 -0.07297
*
```

And the Löwdin charges, in e, turn out to be:
1 N 0.172
2 N 0.054
3 N 0.259
4 C -0.033
5 C -0.104
6 C 0.026
7 C -0.160
8 C -0.396
9 H 0.165
10 H 0.153
11 H 0.153
12 H 0.184
13 H 0.124
14 H 0.198
15 H 0.105
16 H 0.100

No. 4
DFT (ωB97M-V/def2-TZVPD) results for C5H8N3O as an isolated structure in a non-equilibrium geometry.

HOMO level in eV: -12.40
Gap between HOMO and LUMO in hartree: 0.33918
LUMO energy in Eh: -0.116

The geometry in ORCA input format:
```
! RIJCOSX wB97M-V def2-TZVPD def2/J DEFGRID3
* xyz 1 1
O -2.06186 0.16144 -1.19530
N 0.15101 0.51005 -0.25162
N 2.48153 -0.20432 -0.08368
N 2.88543 -2.44927 1.08110
C -3.25826 0.77053 -1.22651
C -1.98749 1.94138 0.18160
C -3.27135 1.86250 -0.40584
C -1.33758 0.86105 -0.32968
C 1.33592 0.25317 -0.24567
H 2.66757 -1.26336 0.47468
H -1.61656 2.67087 0.86943
H 3.34000 -2.30588 1.97904
H 3.27461 0.27790 -0.47714
H -4.01021 0.34185 -1.85772
H 3.48495 -3.03431 0.50486
H 2.00654 -2.93390 1.23139
H -4.08426 2.54031 -0.24894
*
```

And the Löwdin charges, in e, turn out to be:
1 O 0.083
2 N 0.277
3 N 0.133
4 N 0.124
5 C -0.072
6 C 0.014
7 C -0.029
8 C -0.252
9 C -0.142
10 H 0.053
11 H 0.122
12 H 0.103
13 H 0.131
14 H 0.136
15 H 0.103
16 H 0.100
17 H 0.117

In kJ/mol, the relative energy (zero: lowest compared OMol25 entry of this formula, charge and spin) values for the records above are, in order, 147.3; 25.6; 306.1; 169.4.